1.
ORCA calculation (ωB97M-V/def2-TZVPD) on a structure of composition C18H28NO5P2Zr.

Summary:
frontier orbital gap	0.16772	Ha
F_max	5.2	eV/Å
relative energy (zero: lowest compared OMol25 entry of this formula, charge and spin)	0.0	kcal/mol
net charge	+3
total energy	-1862.45953	a.u.

Element x y z (Å)
1 C 1.66474 1.63273 -3.52682
2 O -2.24597 -4.37254 -4.95198
3 H -1.12123 -2.67771 1.44913
4 C -0.01992 0.84193 3.81971
5 C -0.32586 2.20444 4.13342
6 H -0.23177 1.95731 7.51505
7 C -0.16657 1.63904 6.47903
8 O -0.49558 -2.66967 0.13386
9 O -0.50871 3.12445 3.16183
10 H -0.64173 3.63026 5.69827
11 C 0.15440 0.31215 6.16901
12 H -0.35945 2.63168 2.30266
13 H -2.77919 1.60478 -2.38161
14 H 4.43495 -1.70658 -2.25458
15 C 0.59595 1.88813 -4.37947
16 H 3.57601 0.40626 -2.40887
17 H -0.53640 -3.55715 -0.34363
18 O 0.39914 -0.78594 2.13568
19 H -4.42031 1.33712 -0.35714
20 H 2.86159 -2.49616 -2.59638
21 H 0.44337 -1.11471 4.54402
22 H -3.54307 1.07169 1.18532
23 C 0.21213 -0.09031 4.83580
24 P 2.76449 -0.98002 -0.58152
25 H -2.30363 -3.49606 -5.38653
26 C -2.26651 0.60770 -2.30091
27 H 0.36318 -0.40634 6.96206
28 H 3.13079 1.39238 -1.02432
29 Zr 0.12281 -0.66191 0.02378
30 H -2.80499 0.10696 -3.16237
31 N 0.26569 0.46720 -1.94318
32 C -3.42120 1.28865 0.11466
33 H -3.28138 -2.18875 -1.35844
34 H 4.13594 -1.76486 1.21727
35 P -2.41571 -0.03809 -0.68024
36 H -4.59712 -0.98731 -1.11985
37 C -0.66345 1.46308 -3.96565
38 H -3.78036 -1.72870 0.29267
39 H 5.17204 -0.84847 0.11428
40 C 0.10294 0.45019 2.44417
41 C 2.78583 0.56215 -1.65171
42 C -0.40501 2.58507 5.47907
43 H 0.69935 2.38818 -5.34691
44 H -2.91873 2.27079 0.01506
45 C 1.50016 0.88722 -2.36985
46 H -1.58321 1.67155 -4.53627
47 H 3.85720 -3.05280 -1.20146
48 C -3.63921 -1.36098 -0.73626
49 C 4.17098 -0.87133 0.57841
50 H -1.37207 -4.39380 -4.56538
51 H 2.66509 1.95865 -3.81105
52 C 3.56617 -2.17954 -1.77667
53 H 4.08180 0.00140 1.23123
54 C -0.78630 0.81054 -2.74416
55 O -0.09213 1.23604 1.42779


2.
ORCA calculation (ωB97M-V/def2-TZVPD) on a cluster of 8 separate species, C18H28O20 in total.

Summary:
frontier orbital gap	0.38425	Ha
SMILES string	O=C1OCCO1.O=C1OCCO1.O=C1OCCO1.O=C1OCCO1.O=C1OCCO1.O=C1OCCO1.O.O
F_max	2.2	eV/Å
relative energy (zero: lowest compared OMol25 entry of this formula, charge and spin)	1.5	kcal/mol
total energy	-2207.56559	a.u.

Element x y z (Å)
1 O 3.38618 -2.98002 2.03357
2 C -2.17387 2.05985 -2.53960
3 C 2.66375 -2.16613 2.50261
4 H -1.25731 -2.37678 2.33529
5 O -1.87239 0.00713 2.94619
6 O 1.34780 2.71426 1.39486
7 C 4.12570 3.88401 -2.88550
8 C -2.46215 -2.67317 -0.44851
9 O -1.74806 -1.85634 0.34413
10 H -3.43263 0.94325 6.68127
11 H 4.03209 -1.43070 -2.84065
12 O 2.05417 -0.80525 -2.90408
13 O 3.73576 2.59783 -2.95490
14 C 1.01932 -1.65147 -2.78704
15 O 1.61529 -2.48420 3.32079
16 C 1.57544 -0.20263 2.91831
17 O -2.51831 0.00538 5.10536
18 H -5.51478 1.01826 4.63626
19 H 0.65600 2.35104 0.82256
20 H -0.01311 -1.25376 3.81932
21 H 3.43321 -0.95936 -4.42390
22 C -3.71380 0.37830 5.79743
23 H 1.93496 0.64939 3.48712
24 H 2.35567 1.72070 -1.67129
25 C -1.34335 -4.06973 0.92233
26 O -1.73528 0.53109 -4.18471
27 H -0.46391 -4.64724 0.64481
28 O 3.16080 4.66150 -2.33931
29 C 2.40832 2.43641 -2.48612
30 O -0.01171 -1.35984 -2.25739
31 H -1.82898 -4.59877 1.74336
32 C -4.46854 1.26143 4.79913
33 O 5.18392 4.27438 -3.25833
34 C -0.78079 1.49196 -4.22592
35 C -2.47550 0.62111 -2.97727
36 C -1.00233 -2.61536 1.31034
37 O -0.13849 0.57773 -0.16458
38 H -2.20888 -0.10399 -2.21206
39 O -0.90736 2.31024 -3.15402
40 H 0.91531 3.40328 1.90783
41 H 1.14723 4.16565 -2.32481
42 H 1.98646 3.86589 -0.79857
43 H -2.04792 2.08254 -1.45848
44 H -0.48907 -0.09788 0.42396
45 C 2.09027 3.84431 -1.88072
46 O -3.20107 -2.29754 -1.30216
47 H 1.68659 2.29987 -3.28536
48 O 1.36201 -2.88910 -3.15208
49 H -2.88180 2.80988 -2.88647
50 H -3.54135 0.50953 -3.17248
51 H -4.26522 -0.52466 6.05208
52 C 3.16772 -1.46986 -3.49791
53 H 2.53048 -3.10160 -4.87041
54 O -2.28144 -3.93729 -0.13051
55 H 1.39201 -1.15945 4.90216
56 H 0.05190 -2.44241 1.10015
57 H 0.03299 0.09944 -0.98944
58 C -2.67046 0.28897 3.78006
59 C 2.63523 -2.87683 -3.81283
60 C 1.07602 -1.30832 3.87117
61 O 2.72363 -0.84048 2.32090
62 O -3.78525 0.97936 3.57431
63 H -4.39198 2.31927 5.04866
64 H 3.22150 -3.65374 -3.32500
65 H 0.88617 0.10569 2.14102
66 O 0.03319 1.56497 -5.08498


3.
ORCA calculation (ωB97M-V/def2-TZVPD) on an isolated molecule of C18H28O3.

Summary:
frontier orbital gap	0.32826	Ha
SMILES string	CCCCCCCCCCCC(=O)c1c(O)cccc1O
F_max	0.5	eV/Å
relative energy (zero: lowest compared OMol25 entry of this formula, charge and spin)	0.0	kcal/mol
total energy	-928.42792	a.u.

Element x y z (Å)
1 H 0.41155 3.60323 1.02993
2 C 1.51843 -2.34508 1.02674
3 C -0.01453 1.36947 -1.50117
4 H 0.92893 -0.31458 -2.94990
5 H -2.39648 0.92156 -0.11383
6 C -2.56373 -1.08326 -0.88114
7 H 1.90564 -3.36009 0.90504
8 H -0.45477 -2.96774 0.52344
9 O 1.62470 -0.23058 -2.24955
10 C 2.34050 -2.28531 3.44722
11 H -1.50322 -1.23249 -1.09003
12 H -0.23962 -0.58843 2.41357
13 H -3.96789 0.54934 -0.81902
14 H -2.96725 0.55112 -3.09416
15 H -2.39550 -1.76148 2.53804
16 O -1.43379 3.14105 -0.73811
17 H -3.98054 -1.61376 0.64552
18 H 2.03298 -0.58454 2.16249
19 H 4.32835 -1.67378 4.03579
20 C 0.02495 -2.43556 1.34669
21 C -0.63659 -1.07016 1.51745
22 H 1.64022 -1.83183 0.07033
23 H -0.12845 -3.02829 2.25065
24 H 3.27539 -2.09179 5.38826
25 H 2.60704 -3.33960 3.34204
26 H -2.70468 -2.79645 0.39347
27 H 3.39850 -1.59909 1.71544
28 C 0.63894 2.78465 0.36023
29 C -2.15793 -1.14651 1.66596
30 H 2.53672 2.37776 1.25275
31 H 3.05465 -0.56200 4.53693
32 C 2.14828 1.08980 -0.40057
33 C -0.97271 0.85069 -2.48858
34 C -2.45035 1.03559 -2.26275
35 C 1.83788 2.10075 0.47845
36 C -0.28179 2.43204 -0.61413
37 H -1.43505 3.86425 -0.09825
38 H -2.53405 -0.14161 1.87163
39 C -2.89139 0.40727 -0.93550
40 H 3.08633 0.56251 -0.34876
41 C 1.25106 0.73562 -1.40968
42 C 3.30938 -1.61262 4.41232
43 H -3.12087 -1.59876 -1.66751
44 C 2.36562 -1.62032 2.07293
45 H 1.33296 -2.23611 3.86340
46 O -0.58691 0.19205 -3.45044
47 H -0.37577 -0.43428 0.67001
48 H -2.69079 2.09802 -2.26445
49 C -2.90866 -1.72624 0.46212


4.
ORCA calculation (ωB97M-V/def2-TZVPD) on a structure of composition C18H29AlNO13S2.

Summary:
frontier orbital gap	0.26771	Ha
F_max	1.4	eV/Å
relative energy (zero: lowest compared OMol25 entry of this formula, charge and spin)	0.0	kcal/mol
net charge	-1
total energy	-2774.92646	a.u.

Element x y z (Å)
1 H -2.97090 1.32289 -3.43797
2 H -2.13373 -2.54580 2.12950
3 C 1.45059 0.40111 3.92345
4 C -1.81381 3.11012 -3.11893
5 H 1.08871 0.35826 4.95299
6 O -2.17158 -0.16110 1.04884
7 Al -0.71368 0.71385 0.45063
8 C -1.06420 -1.57225 -0.58595
9 C -2.73823 -2.51699 1.22258
10 H -3.35774 2.17615 -1.92778
11 C -0.75235 -3.00559 -1.00224
12 C 1.61372 -3.68972 2.47403
13 H 2.04736 1.30153 3.78083
14 H 3.05642 7.06654 -0.39349
15 C 0.43712 1.35126 1.97969
16 O -4.07570 3.04805 -3.68361
17 H 2.22440 -2.04245 -1.24301
18 H 1.23823 -3.16999 3.34218
19 C 1.48499 -3.09076 1.22393
20 O 3.22612 2.93584 -0.28026
21 H 0.17596 2.36369 2.31450
22 O -4.11532 -2.27723 1.62262
23 O 0.79006 3.40243 -0.25829
24 O -5.03810 -3.81589 2.78588
25 H 2.56700 6.35066 2.16865
26 H -1.79970 3.95587 -2.43022
27 H 0.32633 -3.98811 -2.55301
28 C 2.87315 5.73918 1.32426
29 H 2.50998 -3.59502 -1.95651
30 O -3.75980 5.16829 -4.86602
31 C 0.43769 -3.08979 -1.94573
32 N -4.80522 -3.49675 1.68459
33 O 2.25918 4.45268 1.40921
34 H 1.02903 -2.11129 1.15712
35 H -0.66615 -3.67839 -0.14901
36 H 2.96639 -5.47567 -0.67212
37 C 2.40020 6.29229 -0.00415
38 H 1.37983 6.67633 0.06241
39 O -3.58981 3.03791 -6.10424
40 O 0.33238 0.41821 3.06240
41 H -2.71986 -3.46739 0.69210
42 C -2.29836 -1.36226 0.34920
43 H -0.91794 2.51597 -2.97728
44 H 1.47272 1.37414 1.61701
45 C -3.06810 2.30207 -2.96548
46 H 3.15301 -6.53889 1.53600
47 H -1.00792 1.70008 -0.78119
48 H 2.06018 -0.48694 3.74072
49 S 2.13163 3.80731 -0.05636
50 O 0.03823 -0.79303 -0.22836
51 O 2.40679 5.16475 -0.88159
52 H -3.15888 -1.20901 -0.32414
53 S -3.39256 3.79693 -4.91945
54 H 0.37995 -2.24720 -2.63473
55 H 3.95812 5.60918 1.33990
56 H -1.43172 -1.13280 -1.53934
57 C 1.83375 -3.05364 -1.29081
58 H -1.63309 -3.34701 -1.55255
59 C 2.21152 -4.94404 2.58747
60 O -1.86872 3.63060 -4.46728
61 C 1.95148 -3.71158 0.05911
62 C 2.56313 -4.95936 0.18886
63 H 2.30239 -5.39900 3.56300
64 C 2.68543 -5.56919 1.43736


5.
ORCA calculation (ωB97M-V/def2-TZVPD) on a cluster of 10 separate species, C18H29BCl27I2NO3 in total.

Summary:
frontier orbital gap	0.33345	Ha
SMILES string	CC[C@H](I)CO[C@](CN)(B(O)O)[C@@H](I)CC.ClC(Cl)Cl.ClC(Cl)Cl.ClC(Cl)Cl.ClC(Cl)Cl.ClC(Cl)Cl.ClC(Cl)Cl.ClC(Cl)Cl.ClC(Cl)Cl.ClC(Cl)Cl
F_max	2.2	eV/Å
relative energy (zero: lowest compared OMol25 entry of this formula, charge and spin)	28.6	kcal/mol
total energy	-14029.15929	a.u.

Element x y z (Å)
1 H 2.31457 -0.02401 3.14841
2 Cl 2.91049 -1.16070 -5.00589
3 C 0.02004 1.20695 -0.56375
4 C -5.15084 -1.53879 -4.12331
5 C 2.46966 5.14436 6.31049
6 H -11.62367 -2.24137 -3.18067
7 H -0.97342 -1.12652 2.32512
8 Cl -11.94258 -0.36826 -1.80688
9 O 2.96849 3.36815 -0.50133
10 H -2.32652 -1.95424 1.41429
11 Cl -7.98025 -5.80810 -6.41423
12 Cl 7.15453 0.45007 -3.51492
13 Cl -2.68452 -5.15697 -6.53415
14 H 8.52350 0.32658 2.68950
15 C -2.69349 -5.76322 -4.87477
16 Cl 3.89260 -1.65808 -2.31624
17 Cl -5.58829 -1.70304 -5.82750
18 H -0.42108 2.08636 -1.08497
19 C -0.97490 1.28874 6.50039
20 H 2.71112 0.60516 0.15477
21 B 1.82185 3.28302 0.30774
22 C 1.40101 1.98314 1.19192
23 Cl 0.59144 1.63692 7.25072
24 H 1.83499 3.46026 2.81888
25 Cl -9.46177 -1.36515 -2.94970
26 H -0.62073 2.63195 3.64022
27 Cl 0.77358 5.55701 6.04301
28 H -4.12540 -1.18920 -4.06567
29 C 7.21697 2.02974 -4.30778
30 Cl 2.78301 3.44801 5.92050
31 Cl -0.83789 -0.06097 5.36680
32 C 8.52000 0.90276 3.60695
33 Cl -2.38891 -4.45067 -3.73328
34 H -1.66161 1.00268 7.28787
35 Cl 7.48487 0.07591 4.77567
36 C 2.18125 -0.33230 2.09288
37 Cl -5.24879 -3.10190 -3.30622
38 Cl 2.78769 0.94047 -3.00337
39 Cl -10.95285 -2.99950 -1.06641
40 H 0.34457 -1.37338 0.29047
41 Cl 6.15324 3.17520 -3.48630
42 H -1.90068 -6.49455 -4.77476
43 H 2.68379 -2.42201 2.40399
44 H 3.29516 -1.78782 0.81162
45 H -0.17857 4.01969 2.84009
46 H 4.07324 -1.33138 2.37373
47 H -2.17223 -0.19208 1.41849
48 C 3.11435 -1.55665 1.87200
49 H -1.08684 -2.07456 -0.46054
50 H 1.39849 1.78859 3.43507
51 H 3.07305 5.75930 5.65345
52 O 0.93456 4.38601 0.36377
53 H 8.23270 2.40117 -4.24493
54 I 4.39056 1.71999 2.08090
55 Cl -7.62137 -7.22489 -3.89899
56 H 0.06030 4.05975 0.15233
57 C -7.54306 -5.65252 -4.70900
58 C -1.59345 -1.13041 1.41579
59 Cl 7.88834 2.51281 3.24571
60 Cl 10.17987 1.00361 4.20462
61 I -0.96444 -0.41555 -2.92060
62 H 1.11440 -0.58732 1.98074
63 C -1.01621 0.04348 -0.77885
64 N -0.20047 3.00974 2.79842
65 H 2.84595 2.88284 -1.31484
66 Cl -6.18809 -0.35182 -3.32386
67 H -6.52443 -5.29041 -4.65217
68 Cl 6.78130 1.88450 -6.01387
69 H -2.00773 0.48609 -0.59206
70 C 1.21756 2.55896 2.67244
71 C -11.06897 -1.80163 -2.36036
72 C 2.55185 0.90257 1.20926
73 H 4.68534 -0.10964 -3.88631
74 Cl -8.58940 -4.48118 -3.90094
75 Cl -4.23247 -6.55673 -4.51439
76 O 0.14744 1.42161 0.82609
77 C -0.72459 -1.19450 0.10593
78 Cl -1.64199 2.70659 5.68247
79 H 0.94819 0.86803 -1.05301
80 C 3.70121 -0.45415 -3.59467
81 Cl 2.93711 5.49520 7.97817


6.
ORCA calculation (ωB97M-V/def2-TZVPD) on a cluster of 7 separate species, C18H29Cl6FO3 in total.

Summary:
frontier orbital gap	0.35431	Ha
SMILES string	Fc1ccccc1.CC(C)=O.CC(C)=O.CC(C)=O.ClCCl.ClCCl.ClCCl
F_max	3.2	eV/Å
relative energy (zero: lowest compared OMol25 entry of this formula, charge and spin)	4.7	kcal/mol
total energy	-3789.93471	a.u.

Element x y z (Å)
1 C -20.45484 -19.14451 6.30213
2 H -19.96091 -22.58577 17.15011
3 H -22.86185 -18.47858 25.79025
4 H -20.84673 -18.30737 5.72444
5 C -21.03092 -21.11972 16.03800
6 C -16.32649 -17.93664 20.28821
7 H -22.04792 -20.83792 14.21531
8 C -15.58901 -27.82938 17.58462
9 H -21.81739 -20.79712 9.07670
10 Cl -24.23943 -24.93211 21.81763
11 H -20.55045 -19.95792 5.58288
12 H -22.13583 -26.02340 21.54489
13 C -20.85537 -21.97138 17.25288
14 H -19.41827 -18.95653 6.58194
15 H -21.97106 -24.54932 22.56618
16 Cl -28.93724 -21.41764 18.66680
17 Cl -26.87093 -19.34441 18.41788
18 C -28.29954 -19.85273 19.27270
19 H -14.57579 -15.96849 20.78721
20 H -22.96228 -21.33860 15.59495
21 H -21.62696 -21.44263 7.47270
22 C -14.92794 -28.06518 16.39733
23 H -17.32715 -17.64945 19.96523
24 C -14.80955 -29.37619 15.96107
25 C -16.21118 -30.18058 17.79866
26 H -14.30655 -27.24666 16.06521
27 C -16.05325 -17.33485 21.61049
28 C -16.30197 -28.90061 18.24053
29 C -21.22052 -20.70902 8.16891
30 H -14.90509 -15.85111 22.61300
31 Cl -22.64525 -26.45544 23.77767
32 H -15.35219 -31.42109 16.29362
33 H -14.18717 -29.60079 15.10748
34 H -16.70816 -31.00002 18.29657
35 O -16.46114 -17.83315 22.67950
36 H -28.02467 -19.93865 20.32397
37 H -21.11796 -18.43179 25.39016
38 H -15.60953 -26.84590 18.03041
39 H -20.21218 -21.03625 8.42242
40 H -16.20502 -19.01884 20.24152
41 H -21.86903 -22.59923 14.81741
42 H -20.87442 -21.30301 18.11371
43 H -21.70616 -22.63350 17.41367
44 H -16.06774 -15.32746 21.41490
45 C -22.04850 -18.98711 25.27261
46 H -15.69950 -17.50436 19.50840
47 C -21.28082 -19.35816 7.54409
48 C -22.04608 -21.54756 15.04266
49 C -22.59562 -25.40739 22.31769
50 H -29.04732 -19.06166 19.21663
51 F -17.12113 -28.59651 19.26571
52 C -15.28304 -16.05794 21.61176
53 Cl -21.83269 -20.62296 25.93024
54 O -21.93311 -18.46522 8.00127
55 O -20.50881 -19.99572 15.94339
56 Cl -22.47155 -19.08926 23.52984
57 C -15.45961 -30.39774 16.62166


> The highest total energy belongs to which entry?

C18H28O3


> What is the total energy in the third record?

-928.42792 a.u.